{
  "formula": "C26H58MoP4Se",
  "method": "ωB97M-V/def2-TZVPD",
  "species": ["C", "H", "H", "C", "H", "H", "H", "C", "H", "C", "H", "C", "H", "Mo", "H", "C", "H", "C", "H", "H", "H", "H", "C", "H", "P", "H", "H", "P", "H", "C", "H", "C", "H", "C", "P", "C", "H", "H", "C", "H", "H", "H", "H", "H", "C", "C", "H", "H", "H", "H", "H", "H", "C", "H", "H", "C", "H", "H", "P", "H", "Se", "C", "H", "H", "C", "H", "H", "H", "H", "H", "H", "H", "C", "C", "H", "H", "H", "H", "C", "H", "H", "H", "C", "C", "H", "C", "H", "C", "H", "H"],
  "positions_angstrom": [[3.48442, 1.79734, 4.02580], [-1.94817, 0.47830, 3.13247], [2.38504, 3.78615, -5.99136], [3.75299, 3.92144, 2.25955], [3.42993, -0.97143, 3.21414], [2.95262, -1.81157, 1.71747], [-3.04729, 1.80071, 2.66494], [2.53292, 2.64325, -2.77401], [5.52123, 1.81329, 1.79553], [1.87339, 3.68134, -2.12244], [-2.53810, -4.12035, -3.65602], [0.70301, -0.60786, -1.21008], [3.83399, 4.31469, 1.23814], [1.24224, 1.55721, 1.05817], [0.91789, -3.16267, -2.58649], [-3.11662, -3.27429, -3.24420], [-0.85127, -5.77519, -0.65112], [0.65840, -0.22605, 4.35149], [-1.99926, -5.53302, -1.97589], [0.05766, -1.09179, -0.46120], [1.29358, 5.70130, -4.82399], [-0.29803, 2.39005, 4.43237], [-0.83394, -3.77600, -1.40710], [0.06188, -2.15864, 1.12515], [-1.88002, -2.41971, -2.15416], [2.92820, 1.80561, -2.20601], [-4.15156, -4.52669, -1.75737], [1.09217, -0.45248, 2.57287], [-0.04692, -2.58116, 2.84846], [-0.49342, 3.14175, 3.65817], [2.52415, 0.59132, -1.10928], [2.24623, 3.76560, -4.90646], [-0.38230, 0.09807, 4.46916], [-4.37124, -3.82859, -2.57413], [-0.78302, 2.34778, 2.02898], [-0.12667, -1.75270, 2.12762], [-5.03215, -3.03071, -2.20994], [-0.45335, -3.33527, -0.46766], [4.59466, 1.36599, 1.40769], [-1.39669, 3.70850, 3.92047], [2.35334, -2.39125, 3.29298], [-3.28975, 0.14358, -2.03184], [1.01505, -1.34300, -1.96464], [-4.05042, -1.46103, -4.04876], [-1.57654, -5.06666, -1.07593], [1.88716, -0.02157, -0.45829], [0.92714, 5.61606, -2.34913], [-2.57113, -1.95891, -4.90842], [-4.64746, -0.98560, -1.76220], [0.11408, 0.17888, -1.70174], [2.52257, -0.78357, 0.02359], [-4.13112, 0.11121, -0.46811], [1.42864, 4.79291, -2.86026], [-2.12222, 3.25263, 0.21738], [4.60701, 0.28553, 1.59789], [2.60945, -1.49471, 2.70938], [4.54081, 1.53436, 0.32558], [-4.08338, -2.86383, -5.13991], [3.18085, 2.17499, 2.25564], [1.03112, -4.77355, -1.85231], [1.55487, 3.67032, -0.14078], [-1.64404, 3.67401, 1.11005], [-4.28631, -3.02932, -0.14192], [0.36044, 3.82917, 3.60228], [0.34947, -4.06670, -2.34308], [0.77853, -1.19589, 4.85532], [3.16575, 1.82159, -4.66431], [3.58654, 0.72390, 4.21643], [4.41801, 2.29600, 4.32359], [3.05207, 4.55079, 2.82340], [-4.93441, -4.39267, -3.33302], [-2.36942, -4.93493, -0.33219], [2.68997, 2.66532, -4.16708], [-3.47369, -2.32618, -4.40267], [-3.85059, -1.83444, 1.09298], [-0.93972, 4.45530, 0.79355], [4.74048, 3.96386, 2.74461], [-1.15236, -1.36240, 2.15851], [-3.44522, -2.46700, 0.28731], [-2.73960, -3.16904, 0.74928], [1.31452, 0.50315, 4.83934], [2.66963, 2.19886, 4.64011], [1.62510, 4.83556, -4.24757], [-3.76899, -0.51711, -1.29578], [-2.44067, 0.66657, 1.42450], [-2.17868, 1.20593, 2.34698], [0.00069, -4.52283, -3.28093], [-2.78447, -1.55899, -0.74716], [-1.96776, -1.00947, -0.23954], [-2.41189, 4.10661, 1.76713]],
  "forces_ev_per_angstrom": [[-0.252, -0.170, 0.016], [-0.058, 0.211, -0.193], [-0.060, 0.040, 0.423], [-0.343, 0.288, -0.229], [-0.247, -0.212, -0.145], [-0.053, 0.003, 0.269], [0.259, -0.112, -0.088], [-0.205, 0.048, 1.244], [-0.288, -0.091, -0.053], [-1.018, 1.035, 0.749], [-0.058, 0.302, 0.098], [-0.084, 0.405, 0.687], [0.031, -0.137, 0.330], [1.318, -0.753, -2.731], [-0.059, -0.279, -0.062], [0.521, 0.353, -1.018], [-0.090, 0.209, -0.154], [0.110, 0.044, -0.124], [0.125, 0.071, 0.286], [0.116, -0.006, -0.566], [0.030, -0.169, 0.176], [-0.035, 0.208, -0.215], [0.807, 0.739, 0.003], [0.042, 0.110, 0.380], [-1.975, -2.162, 1.575], [-0.004, 0.292, -0.253], [-0.122, 0.219, -0.228], [-0.208, -1.001, 1.035], [-0.002, 0.306, -0.154], [0.542, -0.224, -0.071], [-0.131, -0.334, 0.344], [0.557, -1.118, -0.122], [0.266, -0.115, -0.001], [-0.241, -0.103, 0.482], [-2.393, 0.718, 1.180], [-0.178, -0.090, -0.219], [0.168, -0.277, -0.125], [-0.086, -0.114, -0.318], [-0.242, -0.364, -0.308], [0.198, -0.108, -0.113], [0.056, 0.295, -0.134], [-0.197, -0.126, 0.112], [-0.046, 0.247, 0.232], [0.100, -0.230, -0.115], [-0.483, -0.261, -0.010], [-0.040, 0.841, 0.708], [0.146, -0.137, -0.186], [-0.249, -0.073, 0.004], [0.311, 0.201, 0.164], [0.082, -0.140, -0.035], [-0.394, 0.262, -0.187], [0.025, -0.207, -0.227], [0.053, -0.925, 2.633], [0.059, 0.108, 0.146], [0.025, 0.267, -0.066], [0.094, 0.131, -0.173], [0.115, -0.007, 0.201], [0.143, 0.163, 0.179], [2.642, 0.864, 1.835], [-0.176, 0.121, -0.199], [0.273, -0.570, -1.271], [0.100, 0.074, -0.255], [0.354, 0.206, 0.274], [-0.224, -0.031, 0.084], [0.094, -0.116, -0.043], [-0.063, 0.262, -0.105], [-0.041, 0.220, 0.039], [-0.046, 0.324, 0.002], [-0.247, -0.154, -0.139], [0.190, -0.071, -0.101], [0.230, 0.203, 0.097], [0.150, -0.063, -0.256], [-0.124, 0.992, -2.267], [-0.017, 0.071, -0.222], [0.099, -0.096, -0.267], [-0.292, -0.207, 0.220], [-0.365, -0.119, -0.091], [0.265, -0.122, -0.018], [-0.099, -0.505, 0.145], [-0.213, 0.151, -0.114], [-0.199, -0.220, -0.112], [0.212, -0.031, -0.082], [0.366, -0.015, -1.737], [-0.044, 0.192, -0.097], [0.022, 0.158, 0.237], [0.030, -0.250, -0.123], [0.156, 0.098, 0.238], [0.603, 0.862, -0.366], [-0.243, -0.152, -0.123], [0.155, -0.146, -0.213]],
  "mulliken_charge": [-1.431, 0.329, 0.459, -1.317, 0.351, 0.345, 0.576, 0.134, 0.489, 0.411, 0.492, 0.225, 0.488, -0.846, 0.333, 0.790, 0.475, -1.358, 0.352, -0.755, 0.449, 0.349, 1.528, -0.506, 0.034, 0.441, 0.291, 0.660, 0.660, -1.338, -0.365, -0.527, 0.412, -1.557, 1.237, -0.371, 0.306, -0.483, -1.247, 0.514, 0.531, 0.473, 0.355, 0.299, -1.488, -0.447, 0.479, 0.423, 0.294, 0.293, 0.241, 0.445, -0.321, 0.346, 0.323, -1.215, 0.258, 0.448, 1.357, 0.445, 0.267, -1.268, 0.335, 0.353, -1.411, 0.526, 0.465, 0.413, 0.513, 0.399, 0.512, 0.308, -0.612, -1.465, 0.474, 0.422, 0.527, 0.183, -1.531, 0.321, 0.303, 0.406, -0.498, -1.758, -0.049, -0.879, 0.374, 2.519, -1.234, 0.520],
  "energy_ev": -132217.8399,
  "e_lumo_ev": [-13.075, -14.996],
  "homo_lumo_gap_ev": [6.2, 4.3],
  "spin_multiplicity": 3,
  "total_charge": 4,
  "e_homo_ev": [-19.24, -19.25]
}